# 1
DFT (the ωB97M-V functional and the def2-TZVPD basis) results for C3H14NOSSn as an isolated structure.

Atoms and positions in Å:
C -1.461 1.580 1.210
Sn 0.694 -0.399 -2.848
N 1.283 -2.149 -0.888
H -0.012 1.121 -3.246
H 2.138 -1.678 -0.502
H -2.229 0.975 0.730
H -1.726 2.652 0.892
H -0.535 1.451 0.750
H -1.561 1.747 2.207
H 0.662 -2.433 -0.163
H 1.469 -2.778 -1.649
C -0.784 -1.522 3.788
S 0.069 -1.170 2.232
C 1.762 -1.584 2.805
O -0.359 -2.290 1.316
H -0.123 -1.204 4.596
H -1.027 -2.587 3.856
H -1.687 -0.913 3.787
H 1.881 -1.326 3.856
H 1.938 -2.651 2.639
H 2.446 -0.976 2.208

Properties
ΔE to the lowest compared entry with this formula, charge and spin in kJ/mol: 129.4
Charge: +1
Lowest unoccupied orbital energy in eV: -5.992
2S+1: 1
M in g/mol: 230.9
Energy in eV: -23532.205

# 2
DFT (the ωB97M-V functional and the def2-TZVPD basis) results for a 4-piece molecular cluster, C3H14O3S overall.

Atoms and positions in Å:
C -1.494 0.104 -2.248
C -1.359 -0.473 -0.854
C -2.598 -0.603 -0.066
S -1.818 -0.423 1.618
H -1.127 1.092 -2.204
H -2.488 -0.047 -2.768
H -0.928 -0.516 -2.934
H -0.707 -1.406 -0.872
H -0.630 0.134 -0.294
H -2.966 -1.591 -0.182
H -3.341 0.151 -0.340
H -2.041 0.936 1.518
O 2.480 -0.375 2.827
H 3.055 -0.973 2.408
H 1.528 -0.486 2.918
O 1.567 1.917 0.284
H 2.046 2.584 -0.117
H 1.186 2.402 1.134
O 3.497 -0.911 0.229
H 3.105 -1.277 -0.559
H 3.035 -0.241 0.503

Properties
ΔE to the lowest compared entry with this formula, charge and spin in kJ/mol: 227.5
Lowest unoccupied orbital energy in eV: 0.397
2S+1: 1
M in g/mol: 130.2
Energy in eV: -20313.878

# 3
DFT (the ωB97M-V functional and the def2-TZVPD basis) results for a 4-piece molecular cluster, C3H14O3S overall.

Atoms and positions in Å:
C 0.599 2.428 1.819
C 0.490 1.469 0.643
C -0.934 0.979 0.309
S -1.166 -0.780 -0.107
H -0.174 3.190 1.716
H 0.507 1.874 2.742
H 1.571 2.925 1.781
H 0.871 0.512 0.990
H 0.875 1.652 -0.357
H -1.603 1.011 1.186
H -1.430 1.602 -0.439
H 0.077 -1.349 -0.383
O 0.992 -0.386 2.958
H 0.241 -0.796 2.501
H 0.822 -0.904 3.761
O 0.767 -3.590 -3.547
H 0.068 -3.061 -3.120
H 0.183 -4.284 -3.878
O -0.864 -1.158 -3.190
H -1.576 -0.540 -2.915
H -0.318 -0.792 -2.472

Properties
ΔE to the lowest compared entry with this formula, charge and spin in kJ/mol: 145.7
Lowest unoccupied orbital energy in eV: 0.463
2S+1: 1
M in g/mol: 130.2
Energy in eV: -20314.725

# 4
DFT (the ωB97M-V functional and the def2-TZVPD basis) results for a 4-piece molecular cluster, C3H14O3S overall.

Atoms and positions in Å:
C 3.135 -1.103 -1.153
C 3.006 -0.755 0.306
S 1.287 -0.212 0.774
C 0.647 -2.027 0.922
H 2.166 -1.364 -1.588
H 3.553 -0.357 -1.832
H 3.713 -2.005 -1.374
H 3.263 -1.506 1.042
H 3.672 0.045 0.677
H 1.011 -2.674 0.146
H -0.394 -1.762 1.075
H 1.063 -2.247 1.907
O 1.801 2.683 -0.743
H 1.388 1.828 -0.844
H 2.027 3.001 -1.601
O -5.559 3.776 -0.457
H -6.468 3.459 -0.530
H -5.494 4.564 -0.979
O -4.670 -1.302 1.765
H -3.871 -0.852 1.471
H -5.277 -1.192 1.017

Properties
ΔE to the lowest compared entry with this formula, charge and spin in kJ/mol: 126.0
Lowest unoccupied orbital energy in eV: 0.555
2S+1: 1
M in g/mol: 130.2
Energy in eV: -20314.929

# 5
DFT (the ωB97M-V functional and the def2-TZVPD basis) results for a 4-piece molecular cluster, C3H14O3S overall.

Atoms and positions in Å:
C -0.467 -2.103 0.938
C -0.143 -1.204 -0.275
S -1.619 -0.058 -0.405
C -0.971 0.982 -1.769
H -1.313 -2.845 0.637
H -0.881 -1.403 1.746
H 0.466 -2.571 1.353
H 0.193 -1.738 -1.182
H 0.721 -0.590 0.000
H -1.040 1.956 -1.302
H 0.073 0.705 -1.870
H -1.567 1.110 -2.676
O -2.956 0.930 2.626
H -3.913 1.056 2.799
H -3.016 0.188 1.962
O 2.795 0.353 2.091
H 2.860 0.094 1.081
H 1.859 0.126 2.169
O 3.315 1.851 -2.502
H 3.025 1.712 -3.440
H 2.581 1.449 -1.980

Properties
ΔE to the lowest compared entry with this formula, charge and spin in kJ/mol: 156.3
Lowest unoccupied orbital energy in eV: 0.279
2S+1: 1
M in g/mol: 130.2
Energy in eV: -20314.616

# 6
DFT (the ωB97M-V functional and the def2-TZVPD basis) results for a 4-piece molecular cluster, C3H14O3S overall.

Atoms and positions in Å:
C -2.844 -1.490 -1.186
C -2.660 0.005 -1.454
S -0.956 0.344 -2.017
C -0.131 0.666 -0.420
H -2.569 -2.008 -2.124
H -3.848 -1.905 -1.109
H -2.169 -1.975 -0.477
H -2.931 0.612 -0.604
H -3.222 0.353 -2.327
H -0.103 1.702 -0.083
H -0.388 -0.078 0.325
H 0.955 0.549 -0.581
O 0.328 0.295 3.129
H 0.858 -0.230 3.724
H 0.433 1.174 3.545
O 2.890 -0.454 1.606
H 3.657 0.051 1.824
H 2.618 -1.015 2.363
O 3.611 0.873 -1.495
H 3.199 0.923 -0.642
H 3.272 1.609 -1.996

Properties
ΔE to the lowest compared entry with this formula, charge and spin in kJ/mol: 116.4
Lowest unoccupied orbital energy in eV: 0.236
2S+1: 1
M in g/mol: 130.2
Energy in eV: -20315.028

# 7
DFT (the ωB97M-V functional and the def2-TZVPD basis) results for a 4-piece molecular cluster, C3H14O4 overall.

Atoms and positions in Å:
C -2.456 10.820 -38.831
O -3.059 11.167 -37.620
H -1.382 10.982 -38.744
H -2.496 9.742 -38.993
H -2.814 11.339 -39.720
H -3.849 10.634 -37.502
C -9.923 4.106 -39.578
O -10.169 4.665 -40.851
H -9.917 3.016 -39.588
H -8.925 4.419 -39.272
H -10.619 4.420 -38.799
H -11.106 4.876 -40.862
C -6.583 8.001 -42.272
O -7.392 7.897 -41.092
H -7.220 7.685 -43.098
H -6.178 9.013 -42.256
H -5.692 7.372 -42.267
H -7.789 7.025 -41.152
O -6.334 8.229 -37.255
H -6.186 7.965 -38.163
H -7.254 8.023 -37.092

Properties
ΔE to the lowest compared entry with this formula, charge and spin in kJ/mol: 225.8
Lowest unoccupied orbital energy in eV: 0.432
2S+1: 1
M in g/mol: 114.1
Energy in eV: -11526.268

# 8
DFT (the ωB97M-V functional and the def2-TZVPD basis) results for C3H14O4S as an isolated structure.

Atoms and positions in Å:
C 0.242 -0.015 -1.435
O 0.433 -1.096 -0.615
C 0.005 1.301 -0.692
C -1.157 0.984 0.217
S -2.486 0.647 -0.878
H 1.149 0.099 -2.033
H -0.724 -0.250 -2.015
H 1.343 -0.883 0.001
H 0.907 1.672 -0.219
H -0.387 2.006 -1.420
H -1.490 1.798 0.879
H -0.952 0.178 0.916
H -3.045 -0.461 3.659
H -3.174 0.101 4.125
H 2.278 -1.432 1.355
O 2.446 -0.782 0.655
H -2.317 -1.632 -0.059
H -0.909 -2.026 0.198
O -1.804 -2.279 0.426
H 2.684 0.552 -0.464
H 3.761 0.433 -1.516
O 3.198 1.085 -1.085

Properties
ΔE to the lowest compared entry with this formula, charge and spin in kJ/mol: 662.4
Lowest unoccupied orbital energy in eV: -5.146
2S+1: 1
M in g/mol: 146.2
Energy in eV: -22356.636